{
  "formula": "CH12O4S",
  "method": "the ωB97M-V functional and the def2-TZVPD basis",
  "e_homo_ev": -9.212,
  "total_charge": 0,
  "smiles": "CS.O.O.O.O",
  "symbols": ["C", "S", "H", "H", "H", "H", "H", "H", "O", "H", "H", "O", "H", "H", "O", "H", "H", "O"],
  "coordinates": [[-1.46429, 2.81322, -1.62740], [-1.39404, 1.07828, -2.16051], [-2.19752, 2.99050, -0.84180], [-1.57013, 3.57350, -2.48792], [-0.52608, 3.09208, -1.09662], [-2.13879, 1.18435, -3.35404], [1.76534, -0.81034, 2.96100], [2.78754, -1.15061, 1.94459], [2.31584, -0.37457, 2.33021], [0.17860, -2.16611, -2.79853], [-0.65819, -2.18626, -1.59679], [-0.41450, -2.72199, -2.32486], [2.23730, -2.43286, 1.06740], [0.94014, -3.25387, 0.58169], [1.58623, -3.21930, 1.29874], [-0.79170, 1.01788, 3.42041], [0.11796, 1.50409, 2.23752], [-0.77371, 1.06200, 2.44691]],
  "forces_ev_per_a": [[0.683, 1.698, -0.331], [-0.741, 0.338, -1.314], [-0.479, -0.155, -0.436], [0.010, -1.421, 1.334], [-0.263, -0.496, -0.672], [0.805, -0.030, 1.433], [-0.891, -0.340, 0.785], [-0.205, 1.351, 0.581], [1.248, -0.646, -1.122], [0.797, 0.587, -0.809], [-0.650, 0.798, 1.224], [-0.171, -1.298, -0.368], [-2.474, -2.783, 0.203], [0.223, 0.179, -0.045], [2.077, 2.253, -0.460], [0.019, 0.075, -0.604], [-1.979, -1.105, 0.505], [1.990, 0.994, 0.096]],
  "nbo_charge": [-0.753, -0.066, 0.221, 0.232, 0.225, 0.141, 0.475, 0.447, -0.919, 0.466, 0.465, -0.931, 0.449, 0.482, -0.934, 0.468, 0.478, -0.946]
}

***

{
  "formula": "C3ClF3O2",
  "method": "the ωB97M-V functional and the def2-TZVPD basis",
  "e_homo_ev": [-9.097, -12.374],
  "total_charge": 0,
  "multiplicity": 3,
  "symbols": ["C", "C", "C", "O", "O", "F", "F", "F", "Cl"],
  "coordinates": [[-1.15660, 0.86357, 0.20393], [2.73497, 0.90918, -0.40521], [-1.18467, -0.63933, -0.05978], [-1.97266, 1.46885, 0.77693], [1.64318, 1.28979, -0.19864], [-0.05966, -1.09480, -0.68262], [-2.21397, -1.00932, -0.81975], [-1.38546, -1.29423, 1.10882], [3.59488, -0.49371, 0.07633]],
  "forces_ev_per_a": [[0.227, 0.702, -0.361], [-1.291, 1.374, -0.341], [-0.166, -2.149, 0.008], [-0.138, -0.167, 0.103], [1.312, -0.661, 0.013], [-0.966, 0.654, 1.032], [-0.063, 0.581, -0.495], [0.915, 0.348, -0.296], [0.169, -0.683, 0.337]],
  "lowdin_spin": [0.514, 0.522, 0.124, 0.288, 0.256, 0.006, 0.021, 0.025, 0.244]
}

***

{
  "formula": "C20H22N6O5S",
  "method": "the ωB97M-V functional and the def2-TZVPD basis",
  "e_homo_ev": -8.901,
  "total_charge": 0,
  "smiles": "CCN(CC)S(=O)(=O)c1cc(NC(=O)c2ccc(-n3cncn3)c([N+](=O)[O-])c2)ccc1C",
  "symbols": ["C", "H", "H", "H", "C", "N", "S", "O", "O", "C", "C", "C", "C", "C", "C", "C", "H", "H", "H", "H", "H", "N", "C", "O", "C", "C", "C", "C", "C", "C", "H", "H", "N", "C", "N", "C", "N", "H", "H", "N", "O", "O", "H", "H", "H", "C", "C", "H", "H", "H", "H", "H", "H", "H"],
  "coordinates": [[3.62282, 3.00424, -0.60530], [2.92126, 2.72628, -1.38552], [4.58110, 2.53009, -0.80274], [3.75286, 4.08314, -0.61478], [3.08292, 2.56453, 0.74793], [2.90950, 1.11390, 0.78619], [1.37182, 0.64285, 0.31923], [0.42813, 0.79250, 1.39929], [1.02960, 1.32942, -0.89391], [1.51117, -1.10114, -0.06281], [0.59870, -1.91290, 0.57782], [0.36985, -3.20552, 0.11434], [1.20937, -3.71092, -0.87551], [2.17540, -2.90505, -1.45038], [2.30385, -1.56127, -1.10621], [3.21168, -0.63956, -1.84309], [3.88334, -1.19050, -2.49605], [3.78088, -0.02536, -1.15017], [2.60269, 0.03347, -2.44598], [2.80306, -3.30979, -2.22984], [1.07778, -4.72550, -1.22157], [-0.72665, -3.94031, 0.57764], [-1.99706, -3.47647, 0.80286], [-2.86239, -4.21540, 1.21303], [-2.21426, -2.02055, 0.52774], [-1.79295, -1.42869, -0.65362], [-1.85330, -0.05096, -0.82597], [-2.35966, 0.76391, 0.19636], [-2.88956, 0.14290, 1.32928], [-2.81958, -1.22355, 1.49672], [-3.20211, -1.68534, 2.39396], [-3.32647, 0.77337, 2.08731], [-2.35308, 2.15289, 0.18206], [-1.44195, 3.04280, -0.29618], [-1.77730, 4.25113, 0.05642], [-2.92206, 4.07930, 0.75695], [-3.28999, 2.83366, 0.87268], [-3.47621, 4.89098, 1.18147], [-0.56033, 2.77323, -0.83804], [-1.40820, 0.44623, -2.10781], [-1.87210, 1.48850, -2.50665], [-0.63431, -0.25220, -2.72549], [-1.40544, -2.02074, -1.47006], [-0.63289, -4.94772, 0.62669], [0.03829, -1.49697, 1.39878], [3.31701, 0.44008, 2.00356], [4.82065, 0.19217, 2.01981], [5.36573, 1.13125, 1.97704], [5.10937, -0.41469, 1.16596], [5.09707, -0.32941, 2.93197], [3.00956, 1.01072, 2.88940], [2.78596, -0.51532, 2.02253], [2.11949, 3.05070, 0.94177], [3.77482, 2.84975, 1.54319]],
  "forces_ev_per_a": [[-0.073, 0.069, 0.231], [0.023, 0.030, -0.105], [0.113, -0.031, -0.031], [0.042, 0.128, -0.066], [-0.056, 0.495, -0.480], [-1.001, -0.599, -0.465], [0.157, -0.173, 0.434], [0.273, -0.181, 0.167], [0.393, 0.184, -0.306], [-0.071, 0.364, 0.186], [0.163, -0.204, 0.235], [0.550, 0.399, -0.159], [-0.227, 0.101, 0.221], [0.039, 0.220, 0.083], [0.140, -0.114, -0.059], [0.114, 0.001, -0.265], [0.053, -0.020, -0.034], [0.121, 0.010, -0.099], [0.062, 0.077, -0.109], [0.074, -0.011, -0.089], [-0.042, -0.111, -0.062], [0.183, -0.584, 0.061], [-0.084, 0.090, -0.086], [-0.189, 0.002, 0.126], [-0.427, 0.301, -0.109], [-0.227, 0.104, -0.011], [-0.455, -0.457, 0.952], [-0.094, -0.764, -0.011], [0.079, 0.091, -0.112], [0.136, -0.183, -0.264], [-0.036, -0.027, 0.100], [0.036, 0.026, 0.035], [0.388, 0.887, -0.256], [-0.120, -0.028, 0.191], [0.403, 0.471, -0.274], [0.141, -0.345, -0.066], [-0.818, -0.101, 0.430], [-0.185, 0.121, 0.134], [0.069, -0.137, -0.109], [0.023, -0.101, -0.423], [-0.103, 0.324, -0.209], [0.224, -0.097, -0.260], [0.094, 0.022, 0.042], [-0.117, 0.148, 0.046], [-0.090, -0.039, 0.045], [0.284, -0.335, 0.483], [-0.346, 0.040, -0.034], [0.123, 0.094, 0.011], [0.061, -0.069, -0.087], [0.084, -0.025, 0.094], [-0.065, -0.080, -0.074], [0.143, 0.003, 0.241], [0.155, 0.139, 0.139], [-0.118, -0.124, 0.027]],
  "nbo_charge": [-0.614, 0.232, 0.204, 0.215, -0.228, -0.682, 2.328, -0.957, -0.966, -0.344, -0.219, 0.207, -0.225, -0.191, 0.033, -0.656, 0.218, 0.239, 0.252, 0.221, 0.220, -0.634, 0.670, -0.575, -0.161, -0.159, 0.050, 0.197, -0.208, -0.130, 0.237, 0.256, -0.215, 0.220, -0.479, 0.149, -0.287, 0.201, 0.241, 0.528, -0.362, -0.375, 0.254, 0.414, 0.258, -0.220, -0.611, 0.207, 0.212, 0.219, 0.193, 0.212, 0.207, 0.207]
}